1.
Here is a cluster of 7 separate species, C21H56O7 in total from OMol25. Energies are from ωB97M-V/def2-TZVPD.

Values from the calculation:
Relative energy (zero: lowest compared OMol25 entry of this formula, charge and spin)   3.972 eV
Kohn-Sham gap   0.37809 Ha
HOMO   -9.879 eV
Charge   0

Atoms and positions in Å:
C  -5.091  1.325  0.025
C  -6.512  1.550  -0.434
C  -7.405  2.322  0.520
O  -6.428  2.246  -1.626
H  -5.016  0.775  0.964
H  -4.555  2.258  0.199
H  -4.468  0.728  -0.642
H  -6.993  0.601  -0.672
H  -6.902  3.271  0.702
H  -7.471  1.876  1.513
H  -8.394  2.621  0.172
H  -5.983  1.730  -2.302
C  -3.083  -4.345  2.369
C  -2.912  -5.444  3.391
C  -4.215  -6.326  3.564
O  -1.825  -6.228  3.165
H  -2.145  -3.797  2.285
H  -3.942  -3.705  2.574
H  -3.230  -4.762  1.373
H  -2.763  -5.020  4.384
H  -4.590  -6.614  2.582
H  -5.012  -5.707  3.976
H  -4.056  -7.258  4.107
H  -1.186  -5.982  3.837
C  -2.534  2.845  5.568
C  -1.837  1.473  5.563
C  -0.254  1.418  5.690
O  -2.273  0.813  6.693
H  -2.045  3.472  6.314
H  -3.575  2.725  5.866
H  -2.532  3.244  4.554
H  -2.231  0.881  4.737
H  0.212  1.797  6.599
H  0.148  1.995  4.856
H  0.075  0.379  5.706
H  -1.828  1.198  7.452
C  6.413  5.126  -2.252
C  7.234  4.054  -2.979
C  8.463  3.748  -2.153
O  6.519  2.835  -2.974
H  5.439  5.165  -2.739
H  6.817  6.135  -2.165
H  6.365  4.823  -1.206
H  7.378  4.391  -4.006
H  8.091  3.517  -1.155
H  9.204  4.539  -2.264
H  9.000  2.901  -2.583
H  6.648  2.355  -2.153
C  -7.738  -0.705  -5.567
C  -6.266  -0.967  -5.908
C  -5.775  -0.286  -7.169
O  -5.414  -0.608  -4.855
H  -8.465  -0.884  -6.359
H  -7.883  0.351  -5.340
H  -8.080  -1.306  -4.724
H  -6.111  -2.020  -6.142
H  -5.897  0.797  -7.152
H  -6.422  -0.765  -7.903
H  -4.761  -0.554  -7.466
H  -4.543  -0.864  -5.168
C  0.221  -0.837  -0.865
C  1.449  0.086  -0.996
C  1.143  1.486  -0.510
O  2.436  -0.384  -0.057
H  0.430  -1.891  -0.680
H  -0.418  -0.772  -1.746
H  -0.399  -0.528  -0.024
H  1.820  -0.027  -2.014
H  2.004  2.063  -0.844
H  0.897  1.393  0.548
H  0.223  1.737  -1.038
H  3.251  -0.122  -0.490
C  9.716  -1.999  -0.783
C  8.570  -1.964  0.282
C  9.136  -2.182  1.681
O  8.082  -0.689  0.190
H  10.352  -1.172  -0.465
H  9.406  -1.747  -1.797
H  10.171  -2.989  -0.751
H  7.688  -2.597  0.180
H  8.474  -2.404  2.518
H  9.709  -1.283  1.911
H  9.747  -3.080  1.593
H  8.522  -0.234  0.912

2.
Here is a cluster of 10 separate species, C21H57F2N4O28S8 in total from OMol25. Energies are from ωB97M-V/def2-TZVPD.

Values from the calculation:
Relative energy (zero: lowest compared OMol25 entry of this formula, charge and spin)   7.335 eV
Kohn-Sham gap   0.29195 Ha
HOMO   -6.968 eV
Charge   -1

Atoms and positions in Å:
N  20.282  -22.182  7.675
S  19.388  -21.438  6.733
O  18.108  -21.061  7.280
O  19.485  -21.586  5.246
F  20.181  -20.044  7.048
S  19.716  -23.723  7.076
O  20.689  -24.266  6.158
O  18.286  -23.958  6.848
F  19.864  -24.510  8.516
C  23.631  -18.929  0.515
N  24.280  -19.754  -0.483
O  23.498  -20.459  -1.197
O  25.520  -19.636  -0.673
H  23.121  -19.563  1.241
H  22.938  -18.259  0.006
H  24.444  -18.419  1.032
C  15.885  -27.690  1.910
N  16.187  -29.113  2.177
O  15.551  -29.694  3.039
O  17.222  -29.576  1.701
H  16.029  -27.041  2.774
H  14.828  -27.601  1.661
H  16.484  -27.339  1.069
C  16.385  -14.581  5.194
N  14.952  -14.839  4.972
O  14.504  -14.702  3.902
O  14.266  -15.250  5.869
H  16.681  -13.789  4.506
H  17.003  -15.462  5.023
H  16.467  -14.186  6.207
O  8.713  -20.444  10.516
S  8.531  -21.153  9.249
O  8.478  -22.626  9.307
O  7.108  -20.598  8.542
C  5.967  -21.463  8.691
C  5.583  -21.718  10.099
C  9.833  -20.599  7.939
H  6.069  -22.454  8.250
H  5.142  -21.057  8.105
H  6.071  -20.970  10.724
H  6.044  -22.650  10.426
H  4.516  -21.623  10.302
H  10.779  -20.810  8.439
H  9.768  -19.511  7.940
H  9.698  -21.150  7.008
O  28.923  -20.987  7.441
S  27.720  -20.828  6.636
O  27.045  -19.505  6.520
O  28.068  -21.378  5.098
C  29.152  -22.297  5.061
C  29.137  -22.995  3.706
C  26.446  -22.088  7.153
H  29.186  -23.018  5.877
H  30.015  -21.636  5.150
H  29.059  -22.262  2.904
H  28.268  -23.651  3.648
H  29.996  -23.664  3.675
H  25.894  -21.452  7.845
H  26.999  -22.794  7.773
H  25.873  -22.442  6.296
O  27.711  -27.768  9.462
S  27.146  -29.114  9.100
O  27.946  -30.389  8.933
O  25.793  -29.397  10.066
C  25.773  -28.651  11.286
C  26.838  -29.143  12.329
C  26.125  -29.062  7.518
H  24.812  -28.877  11.747
H  25.798  -27.562  11.294
H  27.438  -30.041  12.183
H  26.458  -29.030  13.344
H  27.649  -28.415  12.328
H  25.968  -30.114  7.280
H  26.746  -28.510  6.812
H  25.170  -28.600  7.770
O  15.449  -21.794  15.099
S  15.270  -21.268  13.725
O  14.064  -21.570  12.937
O  15.419  -19.611  13.910
C  15.252  -18.792  12.803
C  16.346  -17.717  12.745
C  16.742  -21.559  12.621
H  14.234  -18.420  12.918
H  15.305  -19.387  11.891
H  17.263  -18.203  12.413
H  16.471  -17.232  13.713
H  16.143  -16.996  11.952
H  16.293  -21.935  11.702
H  17.338  -22.411  12.950
H  17.290  -20.617  12.620
O  22.424  -12.391  5.210
S  23.563  -13.259  5.267
O  23.601  -14.584  4.613
O  24.879  -12.272  4.715
C  26.112  -12.826  4.355
C  26.188  -13.400  2.982
C  24.126  -13.343  7.057
H  26.287  -13.620  5.082
H  26.938  -12.135  4.523
H  25.367  -14.112  2.904
H  26.978  -14.127  2.790
H  25.958  -12.700  2.178
H  25.063  -13.900  7.089
H  23.328  -13.686  7.715
H  24.264  -12.277  7.237
O  14.135  -22.639  -0.369
S  14.074  -22.117  -1.698
O  12.864  -22.148  -2.491
O  14.680  -20.513  -1.734
C  15.739  -20.162  -0.772
C  17.213  -20.405  -1.297
C  15.387  -23.039  -2.589
H  15.543  -20.748  0.127
H  15.701  -19.080  -0.645
H  17.292  -21.180  -2.060
H  17.902  -20.580  -0.471
H  17.484  -19.460  -1.766
H  16.393  -22.996  -2.173
H  15.574  -22.460  -3.494
H  15.232  -24.091  -2.827

3.
Here is a cluster of 6 separate species, C21H57N3O6 in total from OMol25. Energies are from ωB97M-V/def2-TZVPD.

Values from the calculation:
Relative energy (zero: lowest compared OMol25 entry of this formula, charge and spin)   1.245 eV
Kohn-Sham gap   0.33632 Ha
HOMO   -8.636 eV
Charge   0

Atoms and positions in Å:
C  2.219  -0.239  -6.349
O  1.548  0.605  -5.439
C  2.357  0.837  -4.302
C  1.724  1.887  -3.430
C  2.515  2.112  -2.125
N  0.323  1.552  -3.134
H  3.030  0.293  -6.868
H  1.587  -0.598  -7.158
H  2.680  -1.061  -5.792
H  2.572  -0.098  -3.760
H  3.379  1.116  -4.603
H  1.638  2.871  -3.898
H  3.570  2.181  -2.404
H  2.464  1.220  -1.498
H  2.161  3.023  -1.657
H  -0.236  1.522  -3.985
H  0.282  0.556  -2.895
C  -4.358  2.755  1.106
O  -3.873  2.951  -0.182
C  -2.736  2.239  -0.586
C  -1.438  2.708  0.059
C  -0.990  4.089  -0.444
N  -0.350  1.761  -0.284
H  -3.584  2.703  1.880
H  -4.958  1.831  1.143
H  -5.049  3.566  1.343
H  -2.823  1.159  -0.407
H  -2.671  2.299  -1.675
H  -1.573  2.795  1.141
H  -0.029  4.388  -0.032
H  -1.720  4.877  -0.225
H  -0.982  3.996  -1.533
H  0.433  2.009  0.317
H  -0.083  1.933  -1.264
C  -1.171  -1.764  -1.537
O  0.155  -1.880  -1.088
C  0.621  -1.500  0.200
C  -0.333  -1.437  1.399
C  -0.857  -2.804  1.834
N  -1.451  -0.513  1.273
H  -1.659  -0.801  -1.344
H  -1.871  -2.443  -1.036
H  -1.141  -1.896  -2.615
H  1.550  -2.050  0.405
H  1.123  -0.531  0.060
H  0.177  -1.121  2.320
H  -1.510  -2.758  2.705
H  0.006  -3.418  2.109
H  -1.422  -3.307  1.044
H  -2.130  -0.996  0.692
H  -1.156  0.316  0.728
C  3.503  -3.312  -1.974
C  2.570  -4.504  -2.195
C  2.201  -5.153  -0.853
O  1.377  -4.046  -2.808
H  4.209  -3.305  -1.143
H  2.899  -2.409  -1.835
H  4.087  -3.101  -2.876
H  3.100  -5.275  -2.751
H  2.096  -4.366  -0.095
H  2.957  -5.818  -0.424
H  1.263  -5.704  -0.794
H  1.157  -3.206  -2.385
C  -4.345  -0.805  2.955
C  -4.437  -1.344  4.351
C  -4.388  -0.207  5.402
O  -5.590  -2.147  4.570
H  -3.953  -1.556  2.258
H  -3.557  -0.064  2.798
H  -5.268  -0.454  2.490
H  -3.635  -2.039  4.610
H  -4.436  -0.704  6.370
H  -5.238  0.469  5.278
H  -3.504  0.416  5.267
H  -6.380  -1.602  4.486
C  3.414  2.742  3.505
C  3.316  2.086  2.143
C  2.932  0.626  2.300
O  2.205  2.630  1.402
H  2.624  2.450  4.203
H  3.402  3.834  3.454
H  4.303  2.428  4.059
H  4.210  2.255  1.535
H  3.179  0.010  1.436
H  1.908  0.466  2.630
H  3.504  0.195  3.133
H  2.350  3.578  1.287

4.
Here is a cluster of 8 separate species, C21H57NO9S7 in total from OMol25. Energies are from ωB97M-V/def2-TZVPD.

Values from the calculation:
Kohn-Sham gap   0.30945 Ha
HOMO   -7.997 eV
Charge   0

Atoms and positions in Å:
C  -0.307  5.005  0.952
C  -0.158  3.974  -0.179
C  -1.452  3.292  -0.576
C  -1.906  2.097  0.306
C  -1.282  2.030  1.687
C  -3.430  2.106  0.441
O  -3.916  2.835  1.591
C  -4.553  3.975  1.299
N  -5.960  3.950  1.422
O  -4.003  4.944  1.002
H  -1.342  5.295  1.070
H  0.371  5.841  0.856
H  -0.034  4.501  1.873
H  0.181  4.527  -1.049
H  0.626  3.268  0.041
H  -2.261  3.999  -0.686
H  -1.288  2.871  -1.563
H  -1.660  1.176  -0.213
H  -1.639  2.815  2.336
H  -0.206  2.100  1.675
H  -1.595  1.105  2.161
H  -3.767  1.083  0.575
H  -3.889  2.472  -0.471
H  -6.177  4.326  2.338
H  -6.283  2.987  1.345
C  0.435  1.759  -5.454
S  -0.805  1.128  -4.321
O  -0.473  1.665  -2.968
C  -0.250  -0.578  -4.354
H  0.297  2.835  -5.548
H  1.426  1.549  -5.066
H  0.306  1.289  -6.429
H  0.790  -0.634  -4.036
H  -0.361  -0.974  -5.365
H  -0.868  -1.149  -3.665
C  0.002  -2.871  0.892
S  -0.889  -3.104  -0.647
O  -0.231  -2.247  -1.674
C  -2.386  -2.247  -0.134
H  0.992  -3.297  0.782
H  0.084  -1.806  1.109
H  -0.521  -3.385  1.697
H  -2.142  -1.223  0.151
H  -2.837  -2.778  0.704
H  -3.079  -2.238  -0.974
C  4.761  -0.469  -4.135
S  4.723  0.605  -5.576
O  3.292  0.842  -5.902
C  5.336  -0.618  -6.742
H  4.371  0.090  -3.287
H  4.136  -1.345  -4.314
H  5.789  -0.769  -3.934
H  4.674  -1.485  -6.747
H  6.347  -0.913  -6.460
H  5.351  -0.164  -7.731
C  -9.843  3.160  0.688
S  -9.293  1.957  1.905
O  -7.955  1.474  1.468
C  -10.484  0.684  1.468
H  -9.195  4.032  0.759
H  -9.771  2.730  -0.311
H  -10.872  3.449  0.905
H  -10.369  0.419  0.417
H  -11.492  1.051  1.661
H  -10.288  -0.188  2.089
C  3.381  -4.942  4.649
S  3.344  -3.895  3.188
O  1.911  -3.648  2.863
C  3.934  -5.150  2.044
H  3.005  -4.363  5.490
H  2.748  -5.815  4.491
H  4.408  -5.249  4.848
H  3.269  -6.009  2.058
H  4.943  -5.448  2.328
H  3.949  -4.721  1.045
C  1.554  4.385  5.053
S  2.612  4.746  3.645
O  3.620  3.658  3.562
C  3.430  6.167  4.387
H  0.976  3.493  4.819
H  2.167  4.204  5.937
H  0.878  5.223  5.223
H  3.919  5.868  5.314
H  2.694  6.948  4.580
H  4.173  6.533  3.682
C  4.982  -8.906  -1.687
S  5.107  -8.366  0.022
O  4.005  -7.395  0.256
C  6.616  -7.411  -0.195
H  4.072  -9.493  -1.789
H  4.934  -8.037  -2.344
H  5.844  -9.525  -1.936
H  6.459  -6.642  -0.952
H  7.427  -8.076  -0.490
H  6.860  -6.943  0.757

| no. | E_LUMO (eV) |
| --- | --- |
| 1 | 0.409 |
| 2 | 0.976 |
| 3 | 0.515 |
| 4 | 0.423 |